DFT (ωB97M-V with the def2-TZVPD basis set) results for a molecular structure, C39H27AsN3O7PS4V.

Last column: Mulliken spin population.
CARTESIAN COORDINATES (ANGSTROEM)
V  0.09303  1.42305  0.00519  1.220
C  -0.49859  1.18898  -2.86187  0.006
C  0.41940  2.35578  -2.72881  0.029
C  0.75548  3.24564  -3.77896  0.002
C  1.61917  4.25874  -3.51970  0.001
C  2.23863  4.37678  -2.24156  0.001
C  3.22609  5.32812  -1.91266  -0.005
C  3.82046  5.28425  -0.67692  0.003
C  3.48759  4.28990  0.26234  -0.001
C  2.52456  3.34536  -0.01873  0.021
S  2.19744  1.94902  1.00274  -0.057
C  1.86963  3.44165  -1.26976  -0.001
N  0.90062  2.52304  -1.52709  -0.015
H  -0.18026  0.57938  -3.70946  0.001
H  -1.53933  1.50785  -2.98351  -0.006
H  -1.11342  -0.30347  -1.64286  0.005
H  0.34788  3.07768  -4.76542  0.000
H  1.90119  4.95464  -4.30153  0.000
H  3.51789  6.07018  -2.64633  0.000
H  4.58604  6.00776  -0.42296  0.000
H  4.01765  4.24143  1.20542  0.001
O  -0.44716  3.25826  0.89059  -0.053
C  -0.61187  2.27274  1.58448  -0.118
C  -1.12515  1.92170  2.89081  -0.005
C  -1.66994  2.82621  3.79785  -0.004
C  -2.26020  2.33016  4.94381  0.000
C  -2.32893  0.95176  5.14274  -0.002
C  -1.78299  0.06528  4.22747  -0.002
C  -1.12843  0.54409  3.09508  0.002
P  -0.32075  -0.46233  1.73153  0.024
C  1.16990  -1.05019  2.62641  -0.013
C  2.38763  -1.11308  1.95457  0.004
C  3.53081  -1.53980  2.61694  0.000
C  3.47207  -1.91502  3.94821  0.000
C  2.25824  -1.87027  4.62294  0.000
C  1.11724  -1.44105  3.96460  -0.002
C  -1.52505  -1.82144  1.73417  -0.005
C  -2.87096  -1.50345  1.56759  -0.001
C  -3.82835  -2.50300  1.60540  0.001
C  -3.44354  -3.82260  1.80337  -0.002
C  -2.10172  -4.14024  1.95292  0.000
C  -1.13824  -3.14116  1.91792  -0.001
H  -1.65110  3.88546  3.57699  0.000
H  -2.70222  3.00331  5.66730  0.000
H  -2.83301  0.56533  6.02066  0.000
H  -1.89592  -1.00120  4.37717  0.000
H  2.44701  -0.87030  0.90299  0.013
H  4.46116  -1.59490  2.06682  0.000
H  4.36461  -2.25647  4.45952  0.000
H  2.19540  -2.17594  5.66064  0.000
H  0.18176  -1.42551  4.50492  0.000
H  -3.16803  -0.47548  1.38935  0.003
H  -4.86939  -2.25019  1.44689  0.000
H  -4.19035  -4.60777  1.81396  0.000
H  -1.79173  -5.17143  2.06614  0.000
H  -0.08977  -3.39796  1.97665  0.000
O  4.17842  -1.11600  -2.94775  0.000
As  2.61530  -0.25099  -2.47121  0.000
O  2.37922  0.83288  -3.74090  -0.001
O  -0.36188  0.42772  -1.66249  -0.028
C  1.44592  -1.76978  -3.16471  -0.001
C  1.10910  -1.70963  -4.51328  0.001
C  0.31356  -2.68455  -5.10240  0.000
C  -0.16918  -3.74229  -4.34350  0.000
C  0.15192  -3.82271  -2.99611  0.000
C  0.95368  -2.84337  -2.42607  0.002
S  1.32748  -2.94136  -0.68755  -0.004
O  2.77785  -2.82840  -0.58233  0.000
O  0.78562  -4.19542  -0.19185  0.000
O  0.63961  -1.75953  -0.11902  -0.030
H  4.23479  -1.84771  -2.31592  0.000
H  1.49002  -0.86215  -5.07863  0.000
H  0.05971  -2.61498  -6.15562  0.000
H  -0.80675  -4.49494  -4.79278  0.000
H  -0.22206  -4.62477  -2.37289  0.000
S  -2.47058  1.87689  -0.12679  -0.003
C  -3.77743  0.97673  -0.91804  -0.013
C  -4.99098  1.73741  -0.81663  0.000
N  -5.95028  2.37411  -0.74398  -0.008
C  -3.82990  -0.24635  -1.53099  0.022
S  -2.59422  -1.40414  -1.81691  0.014
C  -5.13502  -0.66019  -2.00583  -0.001
N  -6.15609  -1.02581  -2.39282  0.005

Energy relative to the best compared isomer or geometry (same formula, charge and spin), eV: 2.104
⟨S²⟩: 0.786
2S+1: 2
Net charge: -2
Orbital gap (spin up / spin down), eV: 5.28 / 5.29
E_tot, hartree: -7307.36311

=====

DFT (ωB97M-V with the def2-TZVPD basis set) results for a molecular structure, C39H27Cl4NO4PRuS.

Last column: Mulliken spin population.
CARTESIAN COORDINATES (ANGSTROEM)
Ru  0.75383  0.40935  0.11721  0.928
Cl  3.11086  2.04410  -0.05210  0.025
C  2.25177  3.51842  -0.40643  -0.013
C  2.86015  4.70328  -0.04228  0.000
C  2.21644  5.90274  -0.29918  0.001
C  0.97814  5.90430  -0.91415  0.000
C  0.37910  4.70312  -1.25535  0.014
Cl  -1.17630  4.77133  -2.01864  0.000
C  0.98582  3.46565  -1.01103  0.030
S  0.20348  1.97918  -1.52689  -0.049
H  3.82139  4.67789  0.45019  -0.001
H  2.68155  6.83590  -0.01257  0.000
H  0.46175  6.82846  -1.13222  0.000
O  0.85915  3.57417  2.43200  -0.005
C  0.12890  2.77909  1.89315  0.002
O  0.40976  1.48359  1.80856  0.001
C  -1.24045  3.14808  1.39177  0.015
C  -1.68720  4.44785  1.58195  0.000
C  -2.95997  4.81558  1.17773  0.000
C  -3.78226  3.88087  0.57433  0.001
C  -3.33484  2.58549  0.36162  0.004
C  -2.05828  2.20828  0.76661  0.005
P  -1.44039  0.50349  0.59824  -0.067
C  -1.90059  -0.22056  2.20578  -0.011
C  -0.98899  -0.80824  3.07171  0.001
C  -1.41553  -1.33041  4.28395  0.000
C  -2.75159  -1.26309  4.64611  0.000
C  -3.66557  -0.65510  3.79464  0.000
C  -3.24043  -0.13338  2.58484  0.001
C  -2.57483  -0.31225  -0.57676  -0.002
C  -2.81126  0.25648  -1.83029  -0.006
C  -3.68353  -0.34675  -2.72182  0.001
C  -4.33021  -1.52692  -2.37575  -0.002
C  -4.07487  -2.11503  -1.14573  0.001
C  -3.19671  -1.51552  -0.25487  0.000
H  -1.01577  5.15286  2.05450  0.000
H  -3.31172  5.82694  1.33524  0.000
H  -4.77921  4.15998  0.25714  0.000
H  -3.98790  1.87188  -0.12131  -0.001
H  0.05915  -0.83338  2.81640  -0.001
H  -0.69331  -1.78204  4.95145  0.000
H  -3.07851  -1.66855  5.59475  0.000
H  -4.70856  -0.58207  4.07375  0.000
H  -3.96452  0.34305  1.93527  0.000
H  -2.32437  1.18677  -2.10310  0.001
H  -3.87005  0.11547  -3.68266  0.000
H  -5.02113  -1.99079  -3.06817  0.000
H  -4.55994  -3.04346  -0.87341  0.000
H  -3.01198  -1.98617  0.70173  0.000
Cl  1.97547  -0.85636  -1.92531  0.002
C  1.07595  -2.32897  -2.23429  0.007
C  -0.20476  -2.14615  -2.72237  -0.003
C  -1.00681  -3.23573  -3.00110  -0.001
C  -0.51340  -4.50708  -2.76101  0.000
C  0.76599  -4.66899  -2.27434  0.000
Cl  1.33869  -6.29522  -2.01683  0.000
C  1.63844  -3.59384  -2.00542  -0.002
N  2.93277  -3.88266  -1.64722  0.001
C  3.95930  -3.08154  -1.06135  -0.002
C  5.06613  -2.78358  -1.85130  0.001
C  6.14206  -2.09184  -1.32715  0.000
C  6.11634  -1.69400  0.00275  0.000
C  5.02037  -1.99761  0.78957  0.001
C  3.93207  -2.70027  0.27871  -0.001
C  2.72413  -2.93322  1.15083  -0.001
C  1.85330  -1.70255  1.06051  -0.023
O  2.35806  -0.55624  1.26843  0.052
O  0.66513  -1.78172  0.66604  0.095
H  -0.56325  -1.13734  -2.87895  0.000
H  -2.00408  -3.09276  -3.38751  0.000
H  -1.11176  -5.38659  -2.95387  0.000
H  3.13285  -4.86983  -1.65360  0.000
H  5.05499  -3.09965  -2.88653  0.000
H  6.99443  -1.86147  -1.95255  0.000
H  6.94774  -1.14479  0.42441  0.000
H  4.98943  -1.67187  1.82168  -0.001
H  3.04608  -3.05702  2.18677  0.000
H  2.15390  -3.81105  0.85505  0.002

Energy relative to the best compared isomer or geometry (same formula, charge and spin), eV: 1.044
⟨S²⟩: 0.759
2S+1: 2
Net charge: 0
Orbital gap (spin up / spin down), eV: 7.47 / 7.30
E_tot, hartree: -4533.38012

=====

- The highest ⟨S²⟩ belongs to which entry?
  C39H27AsN3O7PS4V

=====

- 2S+1 of number 2 (C39H27Cl4NO4PRuS)?
  2